(1)
102
Properties=species:S:1:pos:R:3:forces:R:3:mulliken_charge:R:1 method="wB97M-V/def2-TZVPD" energy_ha=-4040.20099 gap_ev="8.285 / 6.081" multiplicity=6 total_charge=+2 e_above_lowest_kcal_mol=2.7 e_lumo_ev="-5.1 / -7.3" homo_energy_ev="-13.39 / -13.39"
Cr -0.4018 0.3976 -1.0161 0.03 0.00 0.04 -1.076
C -3.5736 0.9723 0.6947 0.00 0.00 -0.03 -1.011
C -2.3842 1.8425 0.9313 -0.02 0.04 -0.04 0.038
C -2.3234 2.9590 1.7630 0.00 0.01 -0.01 -1.944
C -1.0540 3.4768 1.5953 -0.01 -0.01 0.01 0.171
N -0.3991 2.7078 0.7204 -0.01 0.02 -0.04 0.851
N -1.2008 1.6980 0.3094 0.03 -0.05 0.09 0.759
B 1.0388 2.9070 0.1573 0.00 0.01 -0.02 -0.490
N 0.9383 2.9760 -1.3904 0.01 0.01 0.00 0.070
C 1.4923 3.8281 -2.2591 0.01 -0.01 0.01 0.112
C 1.1203 3.4594 -3.5351 0.00 -0.01 -0.01 -2.024
C 0.3233 2.3282 -3.3761 0.00 0.00 0.00 0.291
C -0.3947 1.5870 -4.4521 -0.01 0.01 0.00 -0.965
N 0.2376 2.0287 -2.0685 0.00 0.02 0.01 0.885
N 1.8416 1.6269 0.4788 0.00 -0.01 0.00 0.697
C 3.0133 1.4519 1.0937 0.00 -0.01 0.01 0.082
C 3.3199 0.1073 1.0713 -0.01 0.00 0.00 -1.924
C 2.2640 -0.5049 0.4053 0.02 0.00 -0.02 0.400
C 2.1559 -1.9668 0.1335 -0.01 0.00 -0.02 -1.619
N 1.3655 0.4271 0.0336 -0.03 0.00 0.02 1.176
N 1.6128 4.1633 0.7339 -0.01 0.01 -0.01 0.688
C 1.2508 5.4468 0.4410 0.01 -0.01 0.00 -0.283
C 1.6924 6.2504 1.4510 0.00 0.00 0.01 -1.266
C 2.3122 5.3697 2.3725 0.00 0.00 0.00 0.593
C 2.9794 5.7075 3.6628 0.00 0.00 0.00 -1.277
N 2.2416 4.1234 1.9463 0.00 0.00 0.00 -1.052
H -4.2255 0.9969 1.5672 0.00 0.01 0.00 0.489
H -3.3005 -0.0616 0.4927 -0.02 0.02 -0.01 -0.203
H -4.1507 1.3487 -0.1515 -0.01 0.00 0.00 0.328
H -3.1090 3.3422 2.3910 0.00 0.00 0.00 0.558
H -0.5761 4.3354 2.0389 0.00 0.00 0.00 0.471
H 2.1166 4.6361 -1.9185 0.00 0.00 0.00 0.834
H 1.3761 3.9479 -4.4591 0.00 0.00 0.00 0.542
H 0.0485 1.8230 -5.4175 0.00 0.00 0.00 0.451
H -1.4424 1.8919 -4.4863 0.00 -0.01 0.00 0.219
H -0.3471 0.5132 -4.2967 0.00 -0.01 0.00 -0.155
H 3.5199 2.2954 1.5287 0.00 0.00 0.00 0.692
H 4.1874 -0.3735 1.4892 0.00 0.00 0.00 0.602
H 2.5432 -2.5225 0.9876 0.00 0.00 0.00 0.531
H 2.7774 -2.2402 -0.7204 0.00 -0.01 0.00 0.289
H 1.1353 -2.2907 -0.0529 0.02 0.01 0.00 0.180
H 0.6919 5.6910 -0.4476 0.00 0.00 0.00 0.647
H 1.5969 7.3202 1.5243 0.00 0.00 0.00 0.446
H 3.8035 6.4027 3.5024 0.00 0.00 0.00 0.314
H 3.3698 4.8066 4.1310 0.00 0.00 0.00 0.346
H 2.2792 6.1833 4.3498 0.00 0.00 0.00 0.298
O -2.2305 0.5442 -1.9812 0.06 0.08 -0.04 0.395
S -3.2824 -0.1477 -2.8249 -0.07 -0.07 0.03 0.032
C -3.2814 -1.8362 -2.4406 0.03 0.00 -0.04 -0.715
C -2.2897 -2.8060 -2.9750 0.01 0.00 0.02 -0.114
C -1.5495 -2.3478 -4.2403 0.02 0.00 0.00 -0.637
C -0.0689 -2.7028 -4.2910 -0.02 0.02 0.00 -1.056
S 0.7586 -2.2054 -2.7561 -0.03 -0.02 -0.02 0.354
O 0.2178 -0.7933 -2.5028 0.01 0.02 0.02 0.402
C 2.4075 -1.9653 -3.3599 0.01 0.00 0.01 0.307
C 2.8705 -0.6835 -3.6123 0.00 0.01 0.01 -0.189
C 4.1713 -0.5342 -4.0724 0.00 -0.01 0.00 -0.891
C 4.9742 -1.6487 -4.2743 0.00 0.00 -0.01 -0.559
C 4.4926 -2.9246 -4.0078 0.00 0.00 0.01 -0.749
C 3.2009 -3.0922 -3.5344 0.00 0.00 0.00 -0.638
C -3.3551 -3.7698 0.9303 0.02 0.01 -0.01 -0.144
C -4.2542 -2.7822 1.3129 0.01 0.03 -0.01 -0.292
C -4.6057 -2.6407 2.6484 0.00 -0.02 0.01 -0.759
C -4.0607 -3.4925 3.6013 -0.01 0.01 0.01 -0.443
C -3.1688 -4.4848 3.2177 0.01 0.00 0.00 -0.581
C -2.8126 -4.6225 1.8817 0.00 -0.01 0.00 -0.538
H -4.0005 -2.1505 -1.6922 0.01 0.01 0.02 0.615
H -3.0832 -3.8903 -0.1121 -0.03 -0.02 -0.01 0.386
H -2.7791 -3.7716 -3.1280 -0.01 0.01 -0.01 0.754
H -1.5867 -2.9867 -2.1455 0.00 -0.02 0.00 0.104
H -1.6204 -1.2652 -4.3452 -0.01 0.01 0.00 0.059
H -2.0277 -2.7655 -5.1266 0.01 -0.01 0.00 0.552
H 0.4296 -2.2032 -5.1210 0.00 0.00 0.00 0.525
H 0.1150 -3.7773 -4.3663 -0.01 0.00 0.00 0.587
H 2.2340 0.1753 -3.4393 0.01 -0.01 -0.01 0.417
H 4.5575 0.4560 -4.2727 0.00 0.00 0.00 0.486
H 5.9860 -1.5233 -4.6351 0.00 0.00 0.00 0.433
H 5.1258 -3.7880 -4.1582 0.00 0.00 0.00 0.446
H 2.8262 -4.0826 -3.3016 0.00 0.00 0.00 0.482
H -4.7073 -2.1330 0.5724 -0.01 0.00 0.00 0.492
H -5.3248 -1.8873 2.9447 0.00 0.00 0.00 0.462
H -4.3530 -3.3995 4.6395 0.00 0.00 0.00 0.484
H -2.7683 -5.1661 3.9579 0.00 0.00 0.00 0.463
H -2.1329 -5.4101 1.5812 0.00 0.00 0.00 0.466
N -1.0874 -1.1661 0.1291 -0.09 -0.13 -0.08 0.522
C -1.0778 -1.4105 1.2714 0.04 0.09 0.07 -0.760
N -1.0898 -1.6475 2.5327 0.01 0.00 -0.01 1.209
C -0.0586 -2.5166 3.1559 0.02 0.00 0.02 -0.678
C 0.5878 -1.7670 4.3236 -0.01 0.00 0.00 -1.077
C 0.6837 -0.2774 4.0024 0.00 -0.01 0.01 0.162
C -0.7180 0.3498 3.9119 0.00 0.00 -0.01 -0.061
C -1.7478 -0.6809 3.4438 0.00 0.00 0.01 -0.890
H 0.6778 -2.7504 2.3882 0.00 0.00 0.00 0.294
H -0.5401 -3.4423 3.4683 0.00 0.00 0.00 0.311
H 1.5699 -2.2005 4.5113 0.00 0.00 0.00 0.515
H 0.0049 -1.9157 5.2350 0.00 0.00 0.00 0.378
H 1.2118 -0.1489 3.0516 -0.01 0.01 0.00 -0.577
H 1.2781 0.2396 4.7540 0.00 0.00 0.00 0.650
H -0.7064 1.1999 3.2270 0.01 -0.02 0.02 -0.436
H -1.0339 0.7297 4.8850 0.00 0.00 0.00 0.512
H -2.5922 -0.2342 2.9233 0.01 -0.01 0.01 0.202
H -2.1497 -1.2735 4.2641 0.00 0.00 0.00 0.566

(2)
106
Properties=species:S:1:pos:R:3:forces:R:3:mulliken_charge:R:1 method="wB97M-V/def2-TZVPD" energy_ha=-5227.41097 gap_ev=6.024 total_charge=-2 e_above_lowest_kcal_mol=18.5 e_lumo_ev=3.7 homo_energy_ev=-2.27
Be -4.0786 0.9404 -0.3517 0.18 -0.25 0.21 0.280
O -4.8836 -2.3927 4.4295 0.14 0.06 0.25 -0.608
C -4.2224 -1.4148 5.0237 0.02 -0.07 -0.16 0.450
O -4.1036 -1.3698 6.2279 0.00 0.07 0.06 -0.665
C -3.5957 -0.3963 4.1259 0.11 -0.12 0.01 -0.685
C -2.6832 0.5609 4.5199 0.16 0.04 -0.06 0.382
Cl -2.1236 0.8719 6.1054 -0.07 0.03 -0.11 -0.216
N -2.2692 1.2419 3.4122 0.09 0.16 0.09 0.386
N -2.8985 0.7788 2.3243 0.16 0.06 0.04 0.213
C -3.6796 -0.1908 2.7180 -0.41 0.03 0.12 0.467
C -4.5861 -0.8142 1.6992 0.18 -0.29 0.14 0.763
O -5.1071 -1.9095 1.9860 -0.06 0.05 -0.15 -0.857
O -4.7572 -0.2145 0.6104 0.06 0.03 -0.44 -0.182
C -1.4079 2.3804 3.2132 -0.04 0.03 0.19 0.861
C -0.4941 2.8155 4.1647 -0.24 0.12 0.06 -0.982
C 0.3053 3.9170 3.8900 -0.32 0.33 0.06 -0.468
C 0.2058 4.5822 2.6790 -0.06 -0.05 0.10 -0.352
C -0.7119 4.1361 1.7370 0.00 0.01 0.04 -0.850
C -1.5183 3.0415 1.9945 -0.16 0.14 0.01 -0.353
H -4.9162 -2.2610 3.4201 -0.18 0.04 -0.11 0.432
H -0.3753 2.3065 5.1044 0.03 -0.05 -0.01 0.093
H 1.0177 4.2449 4.6372 0.02 -0.03 -0.03 0.300
H 0.8384 5.4357 2.4691 0.01 0.01 0.00 0.391
H -0.8161 4.6413 0.7858 0.01 -0.01 -0.02 0.517
H -2.2607 2.7240 1.2733 0.13 0.05 0.05 0.889
O -4.0060 2.4515 0.2132 -0.46 0.01 -0.20 -0.310
S -5.2718 3.0475 -0.4468 0.20 0.07 0.00 1.039
O -4.9842 4.3488 -1.0076 0.05 -0.05 0.00 -0.706
O -6.3793 3.0060 0.4823 0.02 0.05 -0.05 -0.691
S -5.4703 1.6003 -1.8893 -0.03 -0.02 0.04 -0.392
O -2.6834 0.2947 -0.9338 0.15 -0.06 0.44 0.302
P -1.8801 -0.6624 -1.7673 -1.32 -0.47 -1.19 -1.213
C -3.1448 -1.4652 -2.8866 0.16 -0.04 0.00 1.189
C -4.4381 -1.6823 -2.4179 -0.03 0.03 0.09 -0.823
C -5.3767 -2.3386 -3.2065 0.03 0.03 0.03 -0.942
C -5.0289 -2.8211 -4.4581 0.06 0.01 0.00 -0.515
C -3.7313 -2.6432 -4.9229 -0.04 -0.01 0.05 -0.743
C -2.8038 -1.9656 -4.1460 0.01 0.10 0.02 -0.642
C -1.3036 -2.2364 -1.0732 0.36 0.39 0.23 1.258
C -1.7295 -2.5945 0.2004 -0.07 0.04 0.04 0.206
C -1.3663 -3.8212 0.7315 -0.03 0.01 0.01 -0.594
C -0.5611 -4.6868 0.0035 0.00 0.02 -0.05 -0.748
C -0.1417 -4.3310 -1.2714 -0.04 -0.02 -0.01 -0.727
C -0.5247 -3.1153 -1.8195 -0.06 -0.04 -0.01 -0.914
C -0.8908 0.1254 -3.0597 0.12 0.00 0.25 1.218
C 0.4186 -0.2065 -3.3693 0.04 -0.03 -0.07 0.097
C 1.0199 0.3357 -4.4954 -0.04 -0.03 -0.02 -0.624
C 0.3340 1.2608 -5.2723 -0.02 0.00 0.03 -0.754
C -0.9561 1.6396 -4.9239 0.03 -0.02 0.00 -0.689
C -1.5824 1.0560 -3.8323 -0.04 0.00 0.04 -0.600
H -4.7339 -1.3370 -1.4338 0.01 0.03 -0.04 0.605
H -6.3850 -2.4604 -2.8312 0.01 -0.02 0.01 0.444
H -5.7627 -3.3297 -5.0722 0.00 -0.01 0.01 0.352
H -3.4410 -3.0276 -5.8936 -0.01 0.03 -0.02 0.419
H -1.8077 -1.8084 -4.5439 0.02 0.00 0.02 0.187
H -2.3341 -1.9055 0.7783 0.07 -0.01 -0.02 0.218
H -1.7056 -4.0917 1.7232 -0.01 0.00 0.00 0.520
H -0.2657 -5.6392 0.4263 0.02 0.01 0.00 0.347
H 0.4807 -5.0045 -1.8485 0.00 0.00 0.00 0.410
H -0.2265 -2.8662 -2.8301 0.03 0.02 0.01 0.509
H 0.9703 -0.8665 -2.7151 0.02 -0.02 0.02 -0.066
H 2.0311 0.0472 -4.7566 0.00 0.03 0.03 0.450
H 0.8121 1.6986 -6.1404 0.00 0.01 0.01 0.352
H -1.4848 2.3818 -5.5085 0.00 -0.01 0.00 0.427
H -2.6051 1.3182 -3.5767 0.02 0.03 0.01 0.246
C 5.0307 0.4860 2.9478 0.19 0.01 -0.07 -1.148
Si 3.1848 0.3469 2.5758 -0.04 0.12 0.17 0.174
C 2.3696 1.8476 3.3514 0.03 -0.18 -0.30 -0.403
C 2.5404 -1.1333 3.5341 -0.09 -0.19 -0.02 -1.036
Si 2.6229 0.2101 0.3128 0.14 -0.02 -0.05 -0.032
Te 0.1854 0.4787 0.2759 0.34 0.05 0.15 -0.136
Si 3.6285 2.0390 -0.7271 -0.05 0.07 0.04 0.470
C 5.4867 1.8848 -1.0128 0.17 -0.11 0.02 -1.164
C 3.3807 3.5727 0.3286 -0.06 0.08 0.18 -0.733
C 2.8487 2.4076 -2.3881 -0.14 -0.04 -0.17 -0.898
Si 3.6042 -1.7680 -0.4455 -0.11 -0.14 0.07 0.787
C 2.9692 -3.2312 0.5497 -0.12 -0.09 0.10 -1.034
C 3.2914 -2.2153 -2.2476 -0.10 0.13 -0.21 -0.863
C 5.4799 -1.7764 -0.2637 0.17 0.11 0.03 -1.177
H 5.1763 0.6281 4.0234 0.03 0.00 -0.01 0.386
H 5.4785 1.3396 2.4293 -0.02 -0.01 0.04 0.220
H 5.5834 -0.4063 2.6461 0.01 -0.01 0.03 0.288
H 2.4684 1.8145 4.4410 -0.02 0.00 0.02 0.490
H 1.3033 1.8661 3.1003 0.47 -0.18 -0.02 -0.482
H 2.7969 2.7859 2.9930 -0.01 -0.02 0.03 0.327
H 2.5919 -0.9350 4.6091 0.00 -0.01 -0.01 0.404
H 3.1063 -2.0434 3.3249 0.01 0.00 0.03 0.290
H 1.4964 -1.3252 3.2697 0.02 0.03 0.02 0.209
H 6.0164 1.6379 -0.0878 -0.01 0.03 -0.03 0.287
H 5.8868 2.8288 -1.3960 0.02 -0.01 0.00 0.363
H 5.7140 1.0991 -1.7389 0.00 0.05 -0.01 0.240
H 4.0182 3.5502 1.2171 0.00 0.02 -0.03 0.272
H 2.3426 3.6417 0.6680 0.03 0.01 -0.04 -0.140
H 3.6197 4.4758 -0.2413 0.01 0.00 0.00 0.464
H 3.1471 1.6848 -3.1526 0.01 0.03 0.03 0.165
H 3.1348 3.4078 -2.7284 0.01 -0.02 -0.03 0.463
H 1.7579 2.3674 -2.3101 0.04 0.03 0.00 0.102
H 1.9002 -3.1277 0.7590 0.04 -0.01 -0.03 0.076
H 3.4876 -3.3117 1.5075 0.00 -0.01 0.00 0.366
H 3.1162 -4.1676 0.0014 0.01 0.01 0.02 0.415
H 2.2643 -2.5594 -2.3892 0.03 -0.02 0.01 0.181
H 3.9633 -3.0287 -2.5382 -0.01 -0.01 -0.01 0.487
H 3.4596 -1.3739 -2.9269 0.02 -0.03 0.01 0.145
H 5.7823 -1.6207 0.7736 0.00 -0.02 0.01 0.241
H 5.9542 -0.9934 -0.8602 -0.01 -0.05 0.00 0.235
H 5.8717 -2.7445 -0.5921 0.02 0.01 0.01 0.388